The following is a DFT calculation (ωB97M-V/def2-TZVPD) of one molecule with the formula C26H32N4O3S.

Each line ends with the Mulliken charge.
Element x y z (Å)
C 1.342 0.258 -3.473  -1.52
H 0.860 -0.665 -3.782  0.29
H 2.223 0.405 -4.094  0.49
H 0.657 1.085 -3.646  0.28
C 1.761 0.195 -1.998  -0.62
N 0.700 0.232 -1.019  1.27
C 0.086 1.515 -0.784  -0.41
H 0.222 2.192 -1.636  0.45
C 0.658 2.225 0.466  -1.45
N 0.522 1.434 1.673  0.26
C 1.267 0.331 1.931  0.11
S 0.867 -0.718 3.154  -0.31
N 2.416 0.203 1.210  0.23
C 3.241 -0.882 1.005  0.62
C 2.802 -2.190 1.224  -0.36
C 3.629 -3.271 1.011  -0.88
C 4.933 -3.083 0.571  -0.65
C 5.377 -1.804 0.328  -0.83
C 4.554 -0.688 0.520  0.42
C 5.199 0.598 0.195  0.64
O 6.386 0.726 0.024  -0.64
O 4.345 1.651 0.064  -0.42
C 4.911 2.918 -0.250  -0.97
H 5.945 2.789 -0.571  0.47
H 4.878 3.553 0.637  0.29
H 4.316 3.359 -1.049  0.26
H 6.380 -1.626 -0.027  0.46
H 5.586 -3.927 0.414  0.40
H 3.254 -4.268 1.187  0.42
H 1.793 -2.350 1.565  0.37
H 2.736 1.036 0.736  0.35
C -0.648 1.727 2.485  -2.45
C -1.920 1.262 1.830  0.80
C -2.330 -0.026 1.876  0.01
C -3.500 -0.465 1.191  0.95
C -3.935 -1.797 1.187  -0.82
C -5.067 -2.159 0.502  -0.77
C -5.817 -1.210 -0.205  0.94
C -5.401 0.107 -0.210  -0.79
C -4.249 0.489 0.478  -0.22
N -3.817 1.789 0.472  0.00
C -2.679 2.263 1.086  0.27
O -2.370 3.439 0.976  -0.73
H -4.363 2.477 -0.033  0.22
H -5.965 0.854 -0.750  0.30
C -7.048 -1.636 -0.941  -1.54
H -7.547 -0.787 -1.399  0.34
H -6.790 -2.351 -1.722  0.33
H -7.743 -2.127 -0.261  0.36
H -5.395 -3.188 0.503  0.42
H -3.360 -2.531 1.731  0.45
H -1.760 -0.751 2.440  0.55
H -0.518 1.230 3.449  0.76
H -0.699 2.810 2.629  0.43
H 0.090 3.146 0.616  0.69
H 1.702 2.501 0.294  0.21
H -0.988 1.390 -0.634  -0.05
C -0.138 -0.935 -0.869  -0.10
C -1.356 -1.052 -1.795  -1.25
H -1.062 -1.119 -2.838  0.26
H -1.916 -1.947 -1.534  0.44
H -2.021 -0.199 -1.679  0.19
H 0.504 -1.809 -1.009  0.42
H -0.499 -0.951 0.165  -0.24
H 2.423 1.041 -1.787  0.20
H 2.336 -0.721 -1.830  0.38

As for the SMILES: CCN(CC)CCN(Cc1cc2ccc(C)cc2[nH]c1=O)C(=S)Nc1ccccc1C(=O)OC. As for the gap between HOMO and LUMO: 7.90 eV. The HOMO energy is -7.71 eV. The largest force on an atom comes out at 1.0 eV/A. The relative energy (zero: lowest compared OMol25 entry of this formula, charge and spin) comes out at 0.260 eV. The calculation puts the LUMO energy at 0.19 eV. Its net charge is 0.